(1)
Density functional theory data (ωB97M-V/def2-TZVPD) for a 3-piece molecular cluster, C21H39BF2O6S overall.

The HOMO energy comes out at -0.3450 Eh. For the gap between HOMO and LUMO, the calculation gives 9.809 eV. The largest force on an atom is 0.012 Eh/bohr. For the LUMO energy, the calculation gives 0.0154 Eh.

ORCA input file:
```
! RIJCOSX wB97M-V def2-TZVPD def2/J DEFGRID3
* xyz 0 1
C 8.39876 -1.82477 -0.81165
C 8.69461 -0.80052 -1.90777
C 8.28281 0.62694 -1.54540
C 6.79438 0.79313 -1.17656
C 6.06367 1.88142 -1.98236
C 4.95263 2.61117 -1.20386
C 3.54502 2.36727 -1.75836
C 2.45727 2.68460 -0.73517
C 1.03485 2.51797 -1.27492
C 0.05020 2.06693 -0.19509
C -1.41738 2.26648 -0.58120
C -1.94842 1.13520 -1.46750
C -3.40035 1.36364 -1.92000
C -4.45526 0.61440 -1.09600
C -4.28522 -0.92501 -1.02021
B -5.07653 -1.59598 -2.18320
S -4.35369 -1.57773 -3.87196
H 8.95256 -2.74566 -1.00694
H 7.34609 -2.10804 -0.79047
H 8.71110 -1.46557 0.17072
H 8.20550 -1.09669 -2.83990
H 9.77223 -0.80342 -2.09188
H 8.49372 1.26515 -2.40832
H 8.91223 0.99645 -0.73193
H 6.73376 1.08995 -0.12633
H 6.26472 -0.15952 -1.25236
H 5.63825 1.43874 -2.88753
H 6.80615 2.61172 -2.31077
H 5.14014 3.68684 -1.23879
H 4.96240 2.30707 -0.15325
H 3.39685 3.01287 -2.63099
H 3.44941 1.32942 -2.09482
H 2.61916 3.71282 -0.39616
H 2.61918 2.04278 0.13807
H 0.68503 3.47984 -1.66046
H 1.04382 1.80479 -2.10432
H 0.22923 1.01527 0.05169
H 0.25071 2.65365 0.70690
H -2.02975 2.31840 0.32343
H -1.50963 3.20224 -1.14014
H -1.31280 1.08468 -2.35681
H -1.82048 0.18578 -0.94267
H -3.50585 1.09898 -2.97192
H -3.60918 2.43029 -1.80178
H -5.42759 0.82785 -1.55895
H -4.51086 1.03990 -0.09352
H -4.65751 -1.30806 -0.06751
H -3.23218 -1.21655 -1.08432
H -6.12456 -2.14188 -2.02812
H -5.43153 -1.15592 -4.54704
C -6.08800 -0.60079 2.34722
C -6.46214 -0.49869 3.81141
O -5.59285 0.51816 4.27290
C -5.28894 1.32688 3.21787
O -4.78009 2.39171 3.30540
O -5.65900 0.73356 2.05809
F -6.21101 -1.64045 4.49273
H -5.25752 -1.29137 2.20410
H -6.90933 -0.88642 1.69703
H -7.49381 -0.19710 4.00106
C -2.30279 -4.21964 3.63056
C -3.25638 -5.01356 4.50211
O -4.51692 -4.51645 4.09594
C -4.40388 -4.07226 2.81690
O -5.31659 -3.81075 2.10687
O -3.09953 -3.97473 2.46852
F -3.07959 -4.76817 5.81924
H -2.05015 -3.27155 4.10783
H -1.39736 -4.75498 3.36236
H -3.23179 -6.09271 4.34027
*
```

What are the natural (NBO) partial charges on each atom? They are as follows, in elementary charge units: atom 1 (C): -0.6118, atom 2 (C): -0.3890, atom 3 (C): -0.3926, atom 4 (C): -0.4019, atom 5 (C): -0.3926, atom 6 (C): -0.3951, atom 7 (C): -0.3819, atom 8 (C): -0.3893, atom 9 (C): -0.3970, atom 10 (C): -0.3876, atom 11 (C): -0.3892, atom 12 (C): -0.3996, atom 13 (C): -0.4019, atom 14 (C): -0.3785, atom 15 (C): -0.7947, atom 16 (B): 0.4431, atom 17 (S): -0.2445, atom 18 (H): 0.2082, atom 19 (H): 0.2016, atom 20 (H): 0.2016, atom 21 (H): 0.1940, atom 22 (H): 0.1984, atom 23 (H): 0.1988, atom 24 (H): 0.1971, atom 25 (H): 0.1969, atom 26 (H): 0.1976, atom 27 (H): 0.1982, atom 28 (H): 0.1967, atom 29 (H): 0.2010, atom 30 (H): 0.1923, atom 31 (H): 0.1943, atom 32 (H): 0.1889, atom 33 (H): 0.1969, atom 34 (H): 0.1909, atom 35 (H): 0.1959, atom 36 (H): 0.1952, atom 37 (H): 0.1927, atom 38 (H): 0.1995, atom 39 (H): 0.2029, atom 40 (H): 0.1924, atom 41 (H): 0.1994, atom 42 (H): 0.1912, atom 43 (H): 0.2123, atom 44 (H): 0.2045, atom 45 (H): 0.1969, atom 46 (H): 0.2244, atom 47 (H): 0.2222, atom 48 (H): 0.2316, atom 49 (H): -0.0678, atom 50 (H): 0.1554, atom 51 (C): -0.1327, atom 52 (C): 0.4474, atom 53 (O): -0.4968, atom 54 (C): 0.9687, atom 55 (O): -0.5528, atom 56 (O): -0.4916, atom 57 (F): -0.3236, atom 58 (H): 0.2115, atom 59 (H): 0.2161, atom 60 (H): 0.1530, atom 61 (C): -0.1304, atom 62 (C): 0.4466, atom 63 (O): -0.4867, atom 64 (C): 0.9731, atom 65 (O): -0.5687, atom 66 (O): -0.4835, atom 67 (F): -0.3202, atom 68 (H): 0.2064, atom 69 (H): 0.2120, atom 70 (H): 0.1545

---

(2)
Density functional theory data (ωB97M-V/def2-TZVPD) for C17H35NO8PS2 as an isolated structure.

Its relative energy (zero: lowest compared OMol25 entry of this formula, charge and spin) is 0.000 eV. The HOMO energy comes out at -0.1750 Eh. For the gap between HOMO and LUMO, the calculation gives 7.337 eV. The largest force on an atom is 0.033 Eh/bohr. For the LUMO energy, the calculation gives 0.0947 Eh.

ORCA input file:
```
! RIJCOSX wB97M-V def2-TZVPD def2/J DEFGRID3
* xyz -1 1
C 0.83702 3.96701 -2.81679
C -0.31198 3.58074 -2.21931
C -0.88772 2.19279 -2.34461
S -1.79457 1.72325 -0.87025
O -2.01513 0.29664 -1.00588
O -2.98142 2.55004 -0.93776
N -0.92753 2.17150 0.38163
S -0.04317 1.10684 1.19311
O -0.81434 0.01134 1.75098
O 0.70397 1.88995 2.15591
P 1.51064 0.05955 0.12764
C 0.78732 -1.46666 -0.57324
C 2.18843 1.08759 -1.23055
H 1.62141 4.47127 -2.26019
H 1.02326 3.72808 -3.86405
H -0.91114 4.27756 -1.63685
H -0.13948 1.45307 -2.60258
H -1.65245 2.17444 -3.13209
H -0.10685 -1.32558 -1.17778
H 0.60311 -2.13930 0.26042
H 1.57839 -1.91349 -1.18172
H 1.79561 0.84684 -2.21823
H 1.98848 2.14085 -1.03708
H 3.26601 0.93002 -1.23123
C -1.12239 -2.70862 3.70893
C -1.41860 -2.93604 5.16217
O -0.83923 -3.75728 5.84173
C -2.50306 -2.06399 5.75443
H -0.32884 -3.37268 3.37195
H -2.01694 -2.88567 3.10849
H -0.81373 -1.67322 3.54370
H -3.44292 -2.22268 5.22282
H -2.22839 -1.01294 5.65469
H -2.63570 -2.30807 6.80661
C -2.38645 -7.93422 2.45911
C -1.25301 -6.97971 2.76864
O -0.38427 -6.75713 1.95928
C -1.26955 -6.33164 4.12950
H -2.26294 -8.33338 1.45494
H -2.39072 -8.75606 3.17751
H -3.34298 -7.41283 2.52459
H -1.22864 -7.09924 4.90518
H -2.18495 -5.75350 4.26294
H -0.41784 -5.66916 4.24199
C 0.43102 -1.17507 -6.16947
C -0.32481 -0.67010 -4.96145
O 0.24089 -0.34487 -3.94742
C -1.82830 -0.58902 -5.07192
H 1.49699 -1.18275 -5.95368
H 0.10526 -2.18652 -6.41865
H 0.24048 -0.52797 -7.02762
H -2.24279 -1.57774 -5.27865
H -2.10974 0.08245 -5.88589
H -2.23763 -0.21721 -4.13423
C 4.55711 6.25401 0.08333
C 3.18374 6.75322 -0.29983
O 2.50133 6.17273 -1.10738
C 2.70256 8.01104 0.38456
H 4.78047 5.34657 -0.47238
H 5.30938 7.01255 -0.14232
H 4.59053 6.03746 1.15226
H 3.38167 8.83885 0.17094
H 2.66893 7.85785 1.46442
H 1.70617 8.25830 0.02671
*
```

What are the natural (NBO) partial charges on each atom? They are as follows, in elementary charge units: atom 1 (C): -0.4592, atom 2 (C): -0.1395, atom 3 (C): -0.7457, atom 4 (S): 2.3245, atom 5 (O): -0.9926, atom 6 (O): -0.9918, atom 7 (N): -1.2287, atom 8 (S): 2.0571, atom 9 (O): -0.9994, atom 10 (O): -0.9837, atom 11 (P): 0.5160, atom 12 (C): -0.9372, atom 13 (C): -0.9595, atom 14 (H): 0.2281, atom 15 (H): 0.1739, atom 16 (H): 0.2170, atom 17 (H): 0.2531, atom 18 (H): 0.2318, atom 19 (H): 0.2575, atom 20 (H): 0.2407, atom 21 (H): 0.2171, atom 22 (H): 0.2354, atom 23 (H): 0.2603, atom 24 (H): 0.2230, atom 25 (C): -0.7403, atom 26 (C): 0.6077, atom 27 (O): -0.5782, atom 28 (C): -0.7220, atom 29 (H): 0.2276, atom 30 (H): 0.2325, atom 31 (H): 0.2848, atom 32 (H): 0.2253, atom 33 (H): 0.2419, atom 34 (H): 0.2197, atom 35 (C): -0.7197, atom 36 (C): 0.5928, atom 37 (O): -0.5405, atom 38 (C): -0.7201, atom 39 (H): 0.2296, atom 40 (H): 0.2210, atom 41 (H): 0.2265, atom 42 (H): 0.2231, atom 43 (H): 0.2279, atom 44 (H): 0.2565, atom 45 (C): -0.7186, atom 46 (C): 0.5996, atom 47 (O): -0.5371, atom 48 (C): -0.7280, atom 49 (H): 0.2326, atom 50 (H): 0.2242, atom 51 (H): 0.2235, atom 52 (H): 0.2236, atom 53 (H): 0.2213, atom 54 (H): 0.2614, atom 55 (C): -0.7197, atom 56 (C): 0.5980, atom 57 (O): -0.5325, atom 58 (C): -0.7196, atom 59 (H): 0.2380, atom 60 (H): 0.2187, atom 61 (H): 0.2326, atom 62 (H): 0.2189, atom 63 (H): 0.2308, atom 64 (H): 0.2378

---

(3)
Density functional theory data (ωB97M-V/def2-TZVPD) for C34H46Ge2N4O7PRhS as an isolated structure.

The expectation value of S² is 0.825. Its relative energy (zero: lowest compared OMol25 entry of this formula, charge and spin) is 6.293 eV. The HOMO energy (alpha / beta) comes out at -0.3804 / -0.3799 Eh. For the gap between HOMO and LUMO (alpha / beta), the calculation gives 4.534 / 4.401 eV. The largest force on an atom is 0.098 Eh/bohr. For the LUMO energy (alpha / beta), the calculation gives -0.2138 / -0.2182 Eh.

ORCA input file:
```
! RIJCOSX wB97M-V def2-TZVPD def2/J DEFGRID3
* xyz 1 2
Rh -0.44110 -0.64410 -0.29500
N -7.70290 -3.59910 0.20320
C -6.46680 -3.31560 -0.26280
C -5.47650 -2.82550 0.60820
C -4.21660 -2.54180 0.13380
C -3.92970 -2.74620 -1.20820
C -4.90020 -3.19140 -2.09420
C -6.16160 -3.48000 -1.62600
S -2.30630 -2.39790 -1.82990
O -2.17230 -2.91160 -3.15310
O -1.28820 -2.82870 -0.86330
N -2.08760 -0.77150 -1.84660
C -2.83720 0.10720 -1.19970
N -4.16930 0.05610 -1.17230
C -4.80740 0.98020 -0.48620
C -4.15230 1.99420 0.19960
C -2.76260 1.96620 0.15080
N -2.11840 1.06620 -0.55920
H -7.91870 -3.48260 1.17570
H -8.40790 -3.97270 -0.40510
H -5.71740 -2.67320 1.64990
H -3.45150 -2.13760 0.77890
H -4.64260 -3.29400 -3.13570
H -6.93450 -3.81900 -2.29930
H -5.88730 0.88670 -0.46360
H -4.68610 2.74200 0.76050
H -2.16020 2.68570 0.69230
C 0.49000 -4.61410 2.42430
C -0.37700 -3.50630 3.02630
C -1.84820 -3.78740 2.75020
C -0.10900 -3.42840 4.52880
O 0.03000 -2.26640 2.40510
P -0.83100 -0.91330 2.41160
O -1.97370 -0.96830 1.43390
O 0.17220 0.17520 2.06970
O -1.41020 -0.77750 3.87870
C -1.29370 0.37740 4.72760
C -1.73870 1.61610 3.96180
C -2.22590 0.09980 5.90710
C 0.15060 0.51850 5.19720
H 0.29610 -5.54210 2.95510
H 1.54210 -4.36590 2.53240
H 0.25990 -4.76290 1.37330
H -2.14680 -4.71760 3.22840
H -2.01220 -3.86750 1.67720
H -2.45290 -2.97190 3.13820
H -0.26140 -4.40560 4.97820
H -0.78120 -2.71540 4.99110
H 0.91540 -3.11290 4.70570
H -2.70940 1.43260 3.50840
H -1.02010 1.81880 3.17330
H -1.79890 2.47070 4.62880
H -3.24330 -0.03810 5.54940
H -2.19890 0.93420 6.60120
H -1.91070 -0.80010 6.42970
H 0.80060 0.63350 4.33470
H 0.45340 -0.36660 5.74970
H 0.25060 1.38570 5.84390
C 2.53400 1.50320 -2.97880
Ge 3.11830 1.71710 -1.07700
C 5.13140 1.89660 -1.01310
C 2.23260 3.39170 -0.40990
Ge 1.89240 -0.22930 0.45200
C 2.78310 -1.83760 -0.44430
C 2.12930 -3.04780 -0.26660
C 2.61680 -4.19590 -0.86600
C 3.71920 -4.12220 -1.69910
C 4.35180 -2.90820 -1.90690
C 3.89080 -1.76600 -1.27290
C 3.06830 0.05450 2.08420
C 3.78710 1.19570 2.39340
C 4.53430 1.25120 3.56040
C 4.54610 0.17120 4.42710
C 3.81940 -0.96870 4.12260
C 3.08020 -1.02700 2.95350
H 2.96360 2.32830 -3.54390
H 1.45010 1.54940 -3.04280
H 2.87050 0.56740 -3.41310
H 5.36870 2.91990 -1.29460
H 5.60390 1.22450 -1.72320
H 5.53410 1.70080 -0.02450
H 2.29840 4.13530 -1.20040
H 2.68960 3.79590 0.48710
H 1.18500 3.18540 -0.21000
H 1.22870 -3.08110 0.33240
H 2.12120 -5.13990 -0.70150
H 4.08130 -5.00840 -2.19700
H 5.20270 -2.84130 -2.56760
H 4.39640 -0.82130 -1.42780
H 3.76520 2.04950 1.72910
H 5.10040 2.14240 3.79190
H 5.12150 0.21520 5.33880
H 3.82790 -1.81270 4.79690
H 2.49330 -1.90450 2.72050
O 0.61810 -1.62420 -2.79920
C 0.44720 -0.69600 -2.14520
*
```

What are the Mulliken partial charges on each atom? They are as follows, in elementary charge units: atom 1 (Rh): 0.2308, atom 2 (N): -0.4519, atom 3 (C): 1.0615, atom 4 (C): -1.1002, atom 5 (C): 0.4330, atom 6 (C): -0.4277, atom 7 (C): -0.7054, atom 8 (C): -0.8762, atom 9 (S): 1.3151, atom 10 (O): -0.7352, atom 11 (O): -0.4446, atom 12 (N): -0.5986, atom 13 (C): 0.3169, atom 14 (N): -0.3681, atom 15 (C): -0.3469, atom 16 (C): -0.7689, atom 17 (C): -0.0756, atom 18 (N): -0.0146, atom 19 (H): 0.1962, atom 20 (H): 0.1893, atom 21 (H): 0.4094, atom 22 (H): 0.2938, atom 23 (H): 0.5290, atom 24 (H): 0.3381, atom 25 (H): 0.4642, atom 26 (H): 0.4473, atom 27 (H): 0.4467, atom 28 (C): -1.8437, atom 29 (C): 1.6703, atom 30 (C): -1.6177, atom 31 (C): -1.5238, atom 32 (O): 1.3991, atom 33 (P): -0.3284, atom 34 (O): -0.4357, atom 35 (O): -0.5402, atom 36 (O): -0.1895, atom 37 (C): 1.3616, atom 38 (C): -1.3992, atom 39 (C): -1.9033, atom 40 (C): -1.0638, atom 41 (H): 0.5420, atom 42 (H): 0.3447, atom 43 (H): 0.2875, atom 44 (H): 0.5807, atom 45 (H): 0.3512, atom 46 (H): 0.2466, atom 47 (H): 0.5127, atom 48 (H): 0.2507, atom 49 (H): 0.2348, atom 50 (H): 0.3482, atom 51 (H): 0.1128, atom 52 (H): 0.5940, atom 53 (H): 0.3959, atom 54 (H): 0.4403, atom 55 (H): 0.3825, atom 56 (H): -0.0319, atom 57 (H): 0.3196, atom 58 (H): 0.5659, atom 59 (C): -1.2989, atom 60 (Ge): 0.9376, atom 61 (C): -1.1970, atom 62 (C): -1.1852, atom 63 (Ge): 0.6711, atom 64 (C): 0.5601, atom 65 (C): 0.3302, atom 66 (C): -0.9029, atom 67 (C): -0.7055, atom 68 (C): -0.8205, atom 69 (C): -0.3576, atom 70 (C): 0.5306, atom 71 (C): 0.0224, atom 72 (C): -0.8398, atom 73 (C): -0.6829, atom 74 (C): -0.6732, atom 75 (C): 0.0279, atom 76 (H): 0.5007, atom 77 (H): 0.3680, atom 78 (H): 0.4013, atom 79 (H): 0.4681, atom 80 (H): 0.4202, atom 81 (H): 0.4093, atom 82 (H): 0.4955, atom 83 (H): 0.3741, atom 84 (H): 0.2826, atom 85 (H): -0.2266, atom 86 (H): 0.4677, atom 87 (H): 0.4105, atom 88 (H): 0.4486, atom 89 (H): 0.2569, atom 90 (H): 0.1594, atom 91 (H): 0.4427, atom 92 (H): 0.4041, atom 93 (H): 0.4723, atom 94 (H): 0.1758, atom 95 (O): -0.1517, atom 96 (C): 0.1829

---

(4)
Density functional theory data (ωB97M-V/def2-TZVPD) for a 2-piece molecular cluster, C3H10N2O2 overall.

The expectation value of S² is 0.754. Its relative energy (zero: lowest compared OMol25 entry of this formula, charge and spin) is 1.755 eV. The HOMO energy (alpha / beta) comes out at 0.0054 / -0.1176 Eh. For the gap between HOMO and LUMO (alpha / beta), the calculation gives 3.646 / 6.919 eV. The largest force on an atom is 0.035 Eh/bohr. For the LUMO energy (alpha / beta), the calculation gives 0.1394 / 0.1367 Eh.

ORCA input file:
```
! RIJCOSX wB97M-V def2-TZVPD def2/J DEFGRID3
* xyz -1 2
O -0.03945 0.04083 3.39477
C -0.53362 -0.48077 2.32266
C 0.33944 -0.51458 1.07826
N -0.37484 -0.30473 -0.20308
C 0.50123 -0.08509 -1.37950
N 0.07851 -0.90286 -2.47179
H -1.39078 -1.17642 2.27458
H 0.87343 -1.49746 1.04293
H 1.12889 0.20360 1.29362
H -0.76311 -1.19313 -0.34873
H 0.37505 1.00017 -1.50926
H 1.56010 -0.21193 -1.15257
H -0.65748 -1.56074 -2.30580
H 0.38780 -0.81643 -3.41666
H 0.13282 2.86225 0.74850
H -0.88967 1.83981 0.31760
O -0.72833 2.79747 0.31450
*
```

What are the natural (NBO) partial charges on each atom? They are as follows, in elementary charge units: atom 1 (O): -0.7887, atom 2 (C): 0.0031, atom 3 (C): -0.3331, atom 4 (N): -0.6471, atom 5 (C): -0.0484, atom 6 (N): -0.8970, atom 7 (H): 0.0552, atom 8 (H): 0.1155, atom 9 (H): 0.1869, atom 10 (H): 0.3345, atom 11 (H): 0.1603, atom 12 (H): 0.1370, atom 13 (H): 0.3675, atom 14 (H): 0.3703, atom 15 (H): 0.4621, atom 16 (H): 0.4957, atom 17 (O): -0.9739